# 1
ORCA calculation (ωB97M-V/def2-TZVPD) on one molecule with the formula C4H8O3 in a non-equilibrium geometry.

Computed properties:
Relative energy (zero: lowest compared OMol25 entry of this formula, charge and spin): 2.179 eV
Frontier orbital gap: 11.0 eV

The geometry in XYZ format:
```
15
Properties=species:S:1:pos:R:3:forces:R:3:mulliken_charge:R:1
C 0.554 -0.649 -0.671 0.37 0.60 0.04 -1.137
C -0.175 -0.562 0.671 -0.06 0.36 -0.22 0.487
O 0.404 -1.401 1.648 -0.05 -0.07 0.18 -0.549
C -0.046 0.930 1.008 0.02 0.02 0.38 -0.630
O 0.215 1.640 -0.199 -0.13 0.13 0.02 -0.403
C 0.111 0.778 -1.272 1.17 -0.93 0.34 0.140
O -1.207 0.559 -1.706 0.30 -0.64 -0.07 -0.493
H 1.634 -0.639 -0.565 0.17 -0.06 0.37 0.296
H -0.965 -0.379 -1.750 -2.28 -0.18 -0.97 0.342
H 0.303 -1.618 -1.165 -0.03 0.97 -0.27 0.383
H -1.234 -0.833 0.528 0.27 0.07 0.01 0.259
H -0.189 -1.413 2.411 0.20 -0.07 -0.13 0.333
H 0.824 1.052 1.659 -0.11 0.05 0.08 0.321
H -0.938 1.338 1.492 0.09 -0.02 -0.03 0.297
H 0.709 1.197 -2.091 0.08 -0.21 0.26 0.354
```
Positions in Å, forces in eV/Å.


# 2
ORCA calculation (ωB97M-V/def2-TZVPD) on C30H45AlO16 as an isolated structure in a non-equilibrium geometry.

Computed properties:
Net charge: +2
Relative energy (zero: lowest compared OMol25 entry of this formula, charge and spin): 6.410 eV
Frontier orbital gap: 2.6 eV

The geometry in XYZ format:
```
92
Properties=species:S:1:pos:R:3:forces:R:3:mulliken_charge:R:1
Al -3.048 0.783 -2.853 6.95 -3.13 2.83 0.920
C -0.843 -0.214 0.503 -1.00 0.26 -0.30 1.019
C -1.448 0.318 -0.811 3.79 -2.20 0.86 0.296
O -2.549 0.866 -0.814 -3.68 3.37 -1.81 -0.475
O -0.852 0.053 -1.854 -3.00 5.82 2.50 -0.941
H -0.616 0.587 1.208 -0.09 -0.35 -0.39 -1.393
H 0.028 -0.855 0.369 -0.70 0.86 -0.85 -0.965
H -1.550 -0.869 1.013 -0.30 0.11 0.09 0.644
O 1.735 -3.273 -1.066 1.50 -1.13 3.05 -0.737
C 2.290 -3.029 0.004 0.36 -1.70 -0.23 0.610
O 3.601 -3.329 0.269 -2.29 -0.55 -1.61 -0.379
C 3.905 -2.990 1.611 0.83 0.84 0.32 -0.681
C 2.861 -1.967 1.971 1.25 -1.02 1.18 -0.433
C 1.651 -2.410 1.212 -0.04 -0.43 0.07 0.075
H 4.890 -2.534 1.510 0.10 -0.22 0.64 0.391
H 3.903 -3.815 2.322 0.11 -0.44 -0.53 0.261
H 3.222 -0.995 1.633 0.80 -1.67 0.00 1.088
H 2.725 -1.966 3.052 -0.01 0.21 -0.06 0.489
H 1.014 -1.571 0.931 0.67 -1.57 0.36 -0.063
H 1.075 -3.149 1.769 -0.06 -0.23 -0.09 0.701
O 2.187 3.625 3.327 -1.36 -3.41 -0.43 -0.699
C 1.807 2.440 3.245 1.16 2.49 1.14 0.374
O 1.697 1.613 4.305 -0.11 0.53 0.04 -0.421
C 1.185 0.318 3.905 -0.02 -0.20 0.85 -1.099
C 1.511 0.230 2.448 -0.75 -0.60 0.00 1.086
C 1.485 1.655 2.005 0.07 0.44 -0.58 -0.178
H 0.106 0.230 4.027 0.74 0.73 0.25 0.308
H 1.525 -0.446 4.604 0.95 0.09 -0.24 0.480
H 0.750 -0.387 1.971 0.23 0.60 0.68 -0.111
H 2.439 -0.262 2.156 -1.55 2.08 1.59 -0.719
H 0.518 1.944 1.592 0.28 0.19 0.42 -0.456
H 2.260 1.834 1.260 -0.80 0.66 0.79 1.060
O 3.781 0.829 1.088 0.17 -1.21 -2.67 -0.472
C 3.223 0.532 0.040 1.00 0.77 0.60 0.636
O 2.252 -0.426 -0.046 0.83 1.35 0.38 0.284
C 1.755 -0.611 -1.363 2.35 0.79 -0.44 0.333
C 2.864 0.027 -2.218 -0.74 0.37 0.29 -1.035
C 3.344 1.178 -1.313 0.79 -0.82 -0.57 -0.089
H 0.785 -0.141 -1.523 1.57 0.28 1.34 -0.643
H 1.680 -1.685 -1.534 0.17 1.37 0.21 -0.396
H 2.353 0.344 -3.128 0.94 0.04 -0.46 0.502
H 3.688 -0.672 -2.359 -0.18 -0.01 -0.46 0.482
H 2.681 2.042 -1.335 1.32 -1.17 -0.44 -1.113
H 4.372 1.496 -1.491 -0.09 0.01 0.00 0.763
O -1.538 0.545 3.679 -1.02 3.06 -1.57 -0.667
C -1.654 1.609 3.048 -0.59 -2.50 2.02 0.760
O -0.824 2.673 3.163 -0.46 -0.49 0.40 -0.345
C -1.083 3.633 2.115 -0.34 -0.74 0.57 -0.253
C -1.935 2.813 1.135 -2.10 1.03 0.67 0.608
C -2.761 1.874 2.047 2.02 0.41 0.34 0.465
H -0.159 3.999 1.667 -0.07 -0.69 1.94 0.654
H -1.506 4.541 2.545 -0.61 -0.26 0.03 0.362
H -1.372 2.198 0.432 -0.11 0.77 0.67 -1.285
H -2.625 3.492 0.634 0.29 -0.18 -0.54 0.841
H -3.060 0.925 1.602 -0.14 0.60 0.39 -0.498
H -3.557 2.348 2.623 -0.21 0.10 -0.36 0.674
O -1.772 2.165 -2.787 -4.19 -1.04 -3.69 -0.383
C -0.855 2.683 -2.210 3.53 1.34 3.43 0.793
O -1.080 3.503 -1.204 -1.24 0.29 -2.08 -0.244
C 0.139 3.949 -0.578 1.24 -0.43 -0.23 -0.376
C 1.032 2.758 -0.824 0.39 1.66 -0.48 0.125
C 0.635 2.312 -2.238 -0.35 0.03 0.27 -0.124
H 0.055 4.091 0.499 -0.36 0.36 -1.91 -0.691
H 0.474 4.867 -1.063 -0.06 -0.08 -0.07 0.424
H 0.943 1.986 -0.059 -0.46 0.08 -0.70 -1.118
H 2.064 3.097 -0.730 -0.61 0.58 0.14 1.506
H 0.794 1.235 -2.301 -0.43 0.81 -0.71 0.178
H 1.169 2.814 -3.045 -0.05 0.21 0.00 0.549
O -2.147 -0.712 -3.838 -1.88 3.47 -3.27 -0.471
C -1.310 -1.572 -3.551 2.45 -1.99 -0.69 0.223
O -1.457 -2.805 -3.980 -1.34 1.10 0.28 -0.353
C -0.327 -3.667 -3.638 0.76 0.05 -0.71 -0.636
C 0.763 -2.647 -3.378 0.12 -0.26 0.02 -0.065
C 0.041 -1.394 -2.836 -0.38 -4.73 -3.95 0.498
H -0.104 -4.280 -4.512 -0.22 0.28 -0.19 0.366
H -0.586 -4.405 -2.879 -0.27 0.65 0.51 0.313
H 1.235 -2.406 -4.330 0.07 0.03 -0.05 0.448
H 1.492 -3.029 -2.664 -0.21 0.12 -1.20 0.279
H 0.570 -0.526 -3.230 -0.52 -0.18 0.18 0.433
H -0.199 -1.336 -1.774 0.93 -2.37 -1.31 0.016
O -2.816 -1.226 -1.950 -2.62 -1.26 0.11 0.058
C -3.580 -1.639 -1.098 -0.65 -1.46 2.84 -0.068
O -3.919 -2.902 -0.933 1.58 0.72 -2.12 -0.441
C -4.824 -3.107 0.151 0.15 1.17 0.92 -0.475
C -4.556 -1.837 1.038 -1.75 -0.82 -0.75 -0.699
C -4.058 -0.785 0.017 -1.25 -1.80 1.69 0.217
H -4.561 -4.047 0.637 -0.15 0.13 -0.18 0.364
H -5.806 -3.138 -0.321 -0.13 -0.13 0.42 0.296
H -3.898 -2.116 1.860 0.17 0.50 -0.14 0.281
H -5.535 -1.531 1.406 0.27 0.04 0.56 0.437
H -3.276 -0.124 0.390 -1.28 -0.89 -0.09 -0.735
H -4.908 -0.229 -0.378 -0.11 0.48 0.25 0.456
```
Positions in Å, forces in eV/Å.


# 3
ORCA calculation (ωB97M-V/def2-TZVPD) on C38H11Cl3F15GeNO3RuS2 as an isolated structure in a non-equilibrium geometry.

Computed properties:
Net charge: -1
Relative energy (zero: lowest compared OMol25 entry of this formula, charge and spin): 1.993 eV
2S+1: 2
Frontier orbital gap (alpha / beta): 5.9 / 5.9 eV

The geometry in XYZ format:
```
75
Properties=species:S:1:pos:R:3:forces:R:3:mulliken_charge:R:1
Ru -0.403 -2.048 0.032 2.94 1.20 -1.70 0.018
Cl 5.831 -1.010 3.579 0.51 0.13 0.19 -0.252
C 4.225 -1.395 3.101 -0.48 -0.05 -0.36 0.398
C 3.841 -1.175 1.788 0.11 -0.06 0.21 -1.067
C 2.560 -1.494 1.389 -0.16 -0.34 1.21 1.212
Cl 2.120 -1.229 -0.260 -1.11 -0.48 -0.58 -0.201
C 1.592 -2.040 2.276 0.55 0.16 -0.09 -0.377
O 0.398 -2.374 1.954 -0.88 -0.37 -0.32 -0.677
C 2.053 -2.233 3.611 0.14 0.15 -0.40 0.363
Cl 0.935 -2.901 4.736 -0.15 -0.10 0.21 -0.234
C 3.333 -1.928 4.022 -0.06 0.05 -0.26 -0.807
H 4.545 -0.763 1.083 0.12 0.07 -0.12 0.464
H 3.635 -2.110 5.042 -0.01 0.02 0.04 0.440
F 0.904 4.429 2.080 -0.17 0.09 0.29 -0.257
C -0.351 4.092 1.731 -0.01 -0.03 -0.23 0.801
C -0.558 3.314 0.611 0.00 -0.41 -0.15 -0.657
C -1.877 3.047 0.283 0.13 0.16 0.11 0.397
F -2.099 2.354 -0.851 -0.41 0.10 0.07 -0.468
C -2.955 3.471 1.036 0.03 -0.03 -0.05 0.010
F -4.210 3.144 0.701 0.14 0.10 0.04 -0.323
C -2.711 4.243 2.166 0.15 -0.01 0.00 0.649
F -3.729 4.676 2.920 0.20 -0.06 -0.17 -0.317
C -1.404 4.572 2.505 -0.03 -0.03 0.03 -0.007
F -1.175 5.342 3.580 -0.02 -0.12 -0.16 -0.311
Ge 0.751 2.186 -0.478 -1.15 1.30 1.23 1.286
S -0.685 0.157 0.704 0.88 1.74 -0.51 0.047
C 2.534 3.002 0.177 -0.31 -1.13 -0.17 -1.183
C 2.960 2.475 1.382 -0.11 -0.13 0.08 1.081
F 2.146 1.587 1.983 0.38 0.23 0.19 -0.389
C 4.156 2.823 1.989 0.09 -0.03 0.14 0.133
F 4.517 2.306 3.172 -0.09 0.13 -0.31 -0.343
C 4.992 3.728 1.341 -0.08 -0.06 -0.04 0.680
F 6.161 4.083 1.890 -0.35 -0.10 -0.15 -0.313
C 4.608 4.259 0.116 -0.02 0.05 0.00 -0.051
F 5.416 5.127 -0.512 -0.17 -0.15 0.12 -0.306
C 3.389 3.892 -0.446 -0.11 -0.02 0.02 0.548
F 3.049 4.445 -1.621 0.29 0.10 0.07 -0.274
C 0.606 3.211 -2.268 -0.02 -1.36 0.17 -1.237
C -0.280 4.191 -2.670 -0.02 0.04 0.24 0.704
F -1.101 4.764 -1.777 -0.01 0.08 -0.44 -0.276
C -0.334 4.635 -3.988 -0.01 0.08 0.01 0.042
F -1.212 5.580 -4.355 0.21 -0.19 0.07 -0.301
C 0.534 4.099 -4.930 -0.01 -0.03 0.04 0.659
F 0.491 4.522 -6.201 0.04 -0.11 0.38 -0.310
C 1.451 3.124 -4.549 0.08 -0.04 -0.06 0.028
F 2.306 2.621 -5.451 -0.18 0.08 0.15 -0.307
C 1.449 2.695 -3.234 -0.13 0.18 0.01 0.646
F 2.321 1.746 -2.836 0.06 -0.05 -0.36 -0.313
O -7.559 -2.854 0.022 -0.27 -0.16 0.08 -0.489
C -6.766 -1.760 0.067 -0.11 0.07 0.10 0.584
O -7.229 -0.715 0.437 -0.01 -0.17 -0.03 -0.554
C -5.355 -1.913 -0.374 0.55 0.02 -0.16 1.023
C -4.587 -0.746 -0.436 -0.33 -0.15 0.10 -0.804
C -3.305 -0.775 -0.932 0.10 -0.17 -0.05 -0.572
C -2.733 -1.988 -1.349 -0.46 0.01 -0.74 0.083
S -1.192 -1.965 -2.200 0.30 0.02 1.00 -0.251
C -3.489 -3.167 -1.263 0.28 0.15 0.19 -0.911
C -4.780 -3.122 -0.778 -0.41 0.19 0.22 -0.789
H -7.097 -3.643 -0.284 0.12 0.21 0.00 0.290
H -5.034 0.183 -0.114 -0.04 0.06 -0.03 0.601
H -2.732 0.134 -1.040 -0.06 -0.06 0.04 0.887
H -3.063 -4.098 -1.614 0.04 0.01 0.01 0.505
H -5.345 -4.045 -0.734 0.05 -0.10 -0.04 0.118
N 0.980 -9.230 -0.707 0.05 -0.38 -0.04 -0.569
C 0.807 -8.097 -0.641 0.14 -0.63 -0.03 0.006
C 0.591 -6.707 -0.550 -0.15 0.82 0.09 0.548
C 1.408 -5.823 -1.256 -0.05 0.02 -0.01 -0.531
C 1.192 -4.460 -1.164 -0.04 -0.06 0.00 -0.570
C 0.158 -3.970 -0.377 -0.75 0.04 0.76 0.527
C -0.650 -4.859 0.329 0.03 -0.34 -0.02 -0.158
C -0.443 -6.223 0.253 -0.06 -0.05 -0.05 -0.796
H 2.198 -6.212 -1.882 0.07 -0.05 -0.01 0.432
H 1.826 -3.786 -1.724 0.04 0.05 -0.03 0.405
H -1.460 -4.482 0.959 0.17 -0.07 -0.05 0.493
H -1.069 -6.918 0.798 0.02 -0.02 0.00 0.442
```
Positions in Å, forces in eV/Å.


# 4
ORCA calculation (ωB97M-V/def2-TZVPD) on a 2-piece molecular cluster, C6H11NO overall in a non-equilibrium geometry.

Computed properties:
Relative energy (zero: lowest compared OMol25 entry of this formula, charge and spin): 4.893 eV
Frontier orbital gap: 9.1 eV

The geometry in XYZ format:
```
19
Properties=species:S:1:pos:R:3:forces:R:3:mulliken_charge:R:1
C -2.396 0.171 -0.972 1.70 0.02 -0.27 -0.405
C -1.799 1.329 -0.388 1.72 -0.18 0.24 -0.273
O -0.673 0.443 -0.847 -5.51 -0.12 -0.74 -0.270
H -1.758 1.397 0.702 -0.27 0.26 -0.28 0.230
H -2.722 -0.647 -0.345 0.23 -0.01 -0.03 0.247
H -2.790 0.217 -1.988 0.43 -0.11 0.24 0.236
H -1.796 2.262 -0.946 -0.19 0.02 0.23 0.240
C 0.917 -1.917 0.454 0.23 -0.05 0.04 -1.219
C 0.964 -0.576 1.127 -1.78 0.03 -0.77 1.030
C 1.075 0.617 0.244 4.20 0.41 0.25 -0.121
C 1.808 0.626 -0.912 -1.26 0.09 1.33 -0.952
N 0.699 -0.508 2.367 0.45 -0.05 0.40 -0.776
H 0.702 0.451 2.720 -0.05 0.03 -0.22 0.233
H 1.070 1.555 0.812 -0.44 -0.10 -0.25 0.317
H 1.878 -2.130 -0.018 -0.04 -0.13 -0.03 0.323
H 0.149 -1.902 -0.324 0.12 0.02 0.02 0.254
H 0.678 -2.687 1.186 0.11 0.04 -0.03 0.363
H 1.852 -0.254 -1.527 0.42 -0.32 -0.03 0.254
H 2.145 1.553 -1.345 -0.05 0.14 -0.09 0.289
```
Positions in Å, forces in eV/Å.


# 5
ORCA calculation (ωB97M-V/def2-TZVPD) on a 3-piece molecular cluster, C4H16N4 overall in a non-equilibrium geometry.

Computed properties:
Relative energy (zero: lowest compared OMol25 entry of this formula, charge and spin): 1.220 eV
Frontier orbital gap: 9.0 eV

The geometry in XYZ format:
```
24
Properties=species:S:1:pos:R:3:forces:R:3:mulliken_charge:R:1
C 1.259 1.234 -1.123 0.86 1.42 0.16 0.082
C -1.560 -0.310 -1.669 0.09 -0.09 0.15 -0.897
N -0.241 -0.816 -1.330 0.30 -0.27 1.84 -0.456
N 0.918 1.808 -0.025 -0.12 -0.21 -0.33 -0.719
N 1.013 1.693 -2.394 -0.14 0.01 0.06 -0.497
H -0.097 -1.722 -1.763 0.00 0.00 0.31 0.184
H 2.069 0.513 -1.067 -0.35 -0.35 -0.09 0.347
H 0.258 2.574 -0.156 -0.01 -0.04 -0.17 0.186
H 0.448 0.461 1.080 -0.41 -1.28 0.59 0.337
H 0.190 2.270 -2.502 0.06 -0.05 -0.01 0.261
H 1.132 1.023 -3.136 -0.06 -0.08 0.08 0.222
H -2.387 -0.915 -1.270 -0.05 0.08 -0.09 0.315
H -1.667 0.692 -1.245 -0.06 0.07 -0.05 0.239
H -1.689 -0.232 -2.757 -0.02 0.01 0.15 0.326
C 1.190 -1.216 2.053 -0.12 0.14 -0.06 -1.012
C -1.082 -0.393 2.203 0.15 0.00 -0.11 -1.056
N 0.112 -0.510 1.379 0.49 1.18 0.28 -0.282
H -0.088 -0.833 -0.176 -0.59 -0.42 -2.81 0.470
H 1.480 -0.741 3.000 0.01 -0.04 0.02 0.349
H 2.062 -1.235 1.401 0.06 -0.08 0.02 0.258
H 0.882 -2.243 2.265 0.07 0.00 -0.01 0.351
H -0.890 0.118 3.156 -0.03 -0.02 0.02 0.361
H -1.476 -1.388 2.421 -0.05 0.04 0.01 0.347
H -1.836 0.169 1.654 -0.09 0.00 0.04 0.282
```
Positions in Å, forces in eV/Å.